Computed, not measured: a cluster of 2 separate species, C2H9NO2 in total in a non-equilibrium geometry, with ωB97M-V with the def2-TZVPD basis set.

Structure (XYZ):
```
14
Properties=species:S:1:pos:R:3:forces:R:3:nbo_charge:R:1
C -1.256560 -1.637728 0.136858 1.535 0.216 0.176 -0.4218
N 0.102582 -1.089052 -0.030116 0.543 0.580 0.099 -0.6396
C 0.290103 -0.047967 -1.007407 -2.035 -0.854 0.136 0.0861
O -0.225914 1.234729 -0.592509 0.574 0.258 0.408 -0.7560
H -1.907581 -1.028680 0.775168 -0.271 0.066 -0.415 0.1671
H -1.592946 -1.777719 -0.890702 -0.644 -0.224 0.361 0.2017
H -1.089462 -2.579900 0.663347 -0.511 -0.141 -0.296 0.2085
H 0.504808 -0.801130 0.853549 0.171 -0.215 0.055 0.3594
H -0.365660 -0.351259 -1.830888 0.477 -0.030 -0.398 0.1484
H 1.316551 0.030156 -1.343489 0.132 0.366 0.278 0.1892
H -0.933269 1.058963 0.041547 -0.015 -0.014 -0.269 0.4674
O 1.936069 2.086706 1.283783 0.419 -0.117 0.436 -0.9583
H 2.137585 2.994157 1.052911 0.017 0.139 -0.061 0.4672
H 1.083700 1.908729 0.887946 -0.395 -0.031 -0.511 0.4807
```
Forces are in eV/Å.

The value obtained for the total energy is -7804.4374 eV. The calculation puts the frontier orbital gap at 10.199 eV. Its HOMO energy is -9.37 eV. The structure (SMILES) is CNCO.O. The calculation puts the energy above the lowest of the compared OMol25 structures with the same formula, charge and spin at 0.288 eV.